C21H15BrN4O3S | wB97M-V/def2-TZVPD

Spin multiplicity ... 1
Kohn-Sham gap ... 8.63 eV
E_HOMO ... -0.3276 hartree
Calculated total energy ... -115001.4427 eV
Charge ... 0

Geometry as XYZ:
```
45
C21H15BrN4O3S | the OMol25 dataset | wB97M-V/def2-TZVPD
O -4.25 -0.93 2.80
C -3.29 -0.27 2.47
N -2.78 -0.35 1.20
C -1.64 0.23 0.66
C -0.48 0.43 1.42
C 0.63 1.02 0.84
C 0.58 1.39 -0.49
S 2.01 2.15 -1.22
O 1.77 2.50 -2.58
O 2.53 3.16 -0.34
N 3.18 0.91 -1.15
C 2.99 -0.22 -1.88
C 4.08 -1.06 -2.26
N 3.90 -2.14 -2.95
C 2.64 -2.46 -3.32
C 2.40 -3.62 -4.08
C 1.11 -3.95 -4.43
C 0.04 -3.14 -4.04
C 0.24 -2.00 -3.30
C 1.55 -1.64 -2.93
N 1.76 -0.52 -2.21
C -0.54 1.17 -1.27
C -1.65 0.58 -0.69
C -2.67 0.74 3.38
C -2.64 2.08 2.99
C -2.17 3.05 3.85
C -1.73 2.70 5.11
C -1.75 1.38 5.52
C -2.22 0.41 4.65
Br -2.19 -1.41 5.20
H -3.36 -0.90 0.57
H -0.44 0.11 2.44
H 1.52 1.20 1.40
H 4.12 1.21 -0.95
H 5.09 -0.82 -1.97
H 3.24 -4.23 -4.36
H 0.92 -4.83 -5.02
H -0.96 -3.42 -4.33
H -0.57 -1.37 -2.99
H -0.52 1.46 -2.30
H -2.54 0.40 -1.28
H -3.00 2.35 2.01
H -2.16 4.09 3.54
H -1.36 3.46 5.79
H -1.40 1.10 6.50
```

C21H15CuOPS4 | wB97M-V/def2-TZVPD

Energy relative to the best compared isomer or geometry (same formula, charge and spin) ... 1.73 kcal/mol
Spin multiplicity ... 1
Kohn-Sham gap ... 5.78 eV
E_HOMO ... -0.1231 hartree
Calculated total energy ... -121341.3899 eV
Charge ... -1

Geometry as XYZ:
```
43
C21H15CuOPS4 | the OMol25 dataset | wB97M-V/def2-TZVPD
Cu -0.57 -0.01 0.20
O -0.38 1.79 6.55
C -0.43 1.41 5.40
S 0.99 1.07 4.41
C 0.16 0.69 2.91
C -1.19 0.78 2.93
S -2.29 0.46 1.60
S -1.91 1.26 4.46
S 1.17 0.24 1.55
C -4.06 -1.52 -4.59
C -4.27 -0.67 -3.51
C -3.19 -0.18 -2.79
C -1.88 -0.50 -3.14
C -1.68 -1.37 -4.21
C -2.76 -1.88 -4.93
P -0.50 0.11 -2.10
C 1.01 -0.32 -3.04
C 1.18 0.02 -4.38
C 2.35 -0.31 -5.05
C 3.36 -0.99 -4.38
C 3.20 -1.33 -3.05
C 2.03 -1.00 -2.38
C -0.51 1.95 -2.19
C -1.59 2.63 -1.63
C -1.60 4.02 -1.59
C -0.53 4.75 -2.08
C 0.57 4.07 -2.60
C 0.58 2.69 -2.65
H -4.90 -1.91 -5.15
H -5.28 -0.40 -3.22
H -3.39 0.45 -1.93
H -0.68 -1.67 -4.49
H -2.58 -2.56 -5.75
H 0.39 0.55 -4.90
H 2.47 -0.04 -6.09
H 4.27 -1.24 -4.90
H 3.99 -1.85 -2.52
H 1.92 -1.24 -1.33
H -2.39 2.09 -1.15
H -2.44 4.53 -1.13
H -0.53 5.83 -2.03
H 1.43 4.63 -2.95
H 1.46 2.19 -3.03
```